No. 1
10
Properties=species:S:1:pos:R:3:mulliken_charge:R:1 method="wB97M-V/def2-TZVPD" relative_energy_kcal_mol=35.6 orbital_gap_ev="4.49 / 4.63" total_energy_ha=-336.77280 spin_multiplicity=1 lumo_energy_ev="-4.306 / -4.240" homo_ev="-8.79 / -8.87" total_charge=+1 largest_force_ev_per_a=4.924
H -2.608 1.197 0.482 0.260
O -2.401 -0.761 -0.126 -0.782
C -1.926 0.331 0.384 0.065
C -0.614 0.645 0.460 -0.530
C 0.678 0.794 0.264 -0.329
Li -1.765 -2.164 -1.012 0.878
O 2.700 -0.269 -0.432 -0.848
C 1.557 -0.524 0.021 0.256
Ba 2.940 2.173 -0.704 1.647
H 1.438 -1.422 0.662 0.382

---

No. 2
18
Properties=species:S:1:pos:R:3:nbo_charge:R:1 method="wB97M-V/def2-TZVPD" relative_energy_kcal_mol=0.0 orbital_gap_ev=5.97 total_energy_ha=-1915.38536 spin_multiplicity=1 lumo_energy_ev=5.252 homo_ev=-0.72 total_charge=-2 largest_force_ev_per_a=3.384
C -2.104 0.047 0.046 -0.410
C 1.262 -1.739 -0.018 -0.676
N -1.254 0.899 0.815 -1.044
O 0.886 2.133 1.633 -1.068
O 2.965 3.136 0.252 -1.124
O 0.500 4.013 -0.291 -1.119
O 1.096 1.501 -0.658 -1.069
P 0.334 0.936 0.741 1.994
P 1.501 2.985 0.100 2.446
S -1.356 -3.536 -1.071 -1.069
S 1.667 -0.519 1.299 -0.149
H -3.072 0.465 -0.068 0.162
H -2.164 -0.870 0.567 0.196
H -1.672 -0.199 -0.916 0.179
H 2.219 -1.904 -0.511 0.201
H 0.473 -1.307 -0.545 0.247
H 1.108 -2.659 0.533 0.221
H -2.388 -3.382 -1.909 0.081

---

No. 3
80
Properties=species:S:1:pos:R:3:mulliken_charge:R:1 method="wB97M-V/def2-TZVPD" relative_energy_kcal_mol=30.2 orbital_gap_ev=6.55 total_energy_ha=-2052.99881 spin_multiplicity=1 lumo_energy_ev=-3.564 homo_ev=-10.12 total_charge=+1 largest_force_ev_per_a=3.957
Rb -0.961 -5.268 -1.162 1.011
Rb 2.753 -3.136 -1.105 0.941
C -0.221 -0.224 -0.456 -0.737
C -0.819 -1.587 -0.104 -0.148
O 0.083 -2.659 -0.195 -1.012
H 0.366 -0.326 -1.369 0.187
H 0.458 0.224 0.270 0.239
H -0.940 0.544 -0.741 0.321
H -1.776 -1.753 -0.599 0.023
H -1.334 -1.583 0.857 0.120
C -2.721 -1.443 -3.871 -0.304
C -1.997 -2.129 -4.992 0.616
O -2.701 -2.796 -5.775 -0.599
C -0.485 -2.070 -4.954 -0.797
H -3.040 -0.477 -4.261 0.315
H -2.083 -1.236 -3.013 -0.143
H -3.613 -1.978 -3.544 0.153
H -0.038 -3.045 -4.761 0.193
H -0.195 -1.273 -4.270 0.227
H -0.151 -1.689 -5.919 0.352
F 4.886 -0.737 -1.485 -0.321
C 4.727 0.604 -1.263 0.349
C 3.448 1.066 -1.241 0.178
C 3.276 2.455 -1.133 -0.252
C 4.417 3.295 -1.247 -0.619
C 5.676 2.806 -1.573 -0.581
C 5.801 1.440 -1.561 -0.530
H 2.632 0.407 -0.984 -0.028
H 2.353 2.952 -0.876 0.570
H 4.311 4.370 -1.231 0.407
H 6.548 3.414 -1.766 0.422
H 6.680 0.944 -1.946 0.418
F -3.521 -4.088 -0.513 -0.287
C -4.690 -3.752 -1.115 0.664
C -5.098 -4.403 -2.241 -0.460
C -6.375 -4.153 -2.799 -0.541
C -7.221 -3.215 -2.135 -0.448
C -6.757 -2.500 -1.001 -0.637
C -5.423 -2.771 -0.528 -0.233
H -4.507 -5.177 -2.708 0.286
H -6.730 -4.723 -3.645 0.424
H -8.215 -3.080 -2.533 0.386
H -7.370 -1.818 -0.430 0.396
H -5.046 -2.395 0.412 0.444
F 0.580 4.534 -0.848 -0.245
C -0.601 4.684 -0.199 -0.210
C -0.955 5.949 0.234 -0.188
C -2.129 6.182 0.956 -0.759
C -2.964 5.061 1.124 -0.512
C -2.621 3.765 0.716 -0.346
C -1.448 3.592 0.056 0.500
H -0.294 6.776 0.021 0.415
H -2.431 7.155 1.315 0.432
H -3.809 5.242 1.772 0.316
H -3.330 2.971 0.902 0.438
H -1.135 2.623 -0.305 0.242
F 5.891 -0.469 2.039 -0.294
C 4.896 -1.303 2.489 0.169
C 3.577 -1.071 2.049 -0.036
C 2.474 -1.803 2.582 -0.408
C 2.784 -2.755 3.559 -0.831
C 4.156 -3.057 3.901 -0.599
C 5.152 -2.284 3.431 -0.524
H 3.354 -0.260 1.372 0.565
H 1.482 -1.654 2.180 0.648
H 1.949 -3.296 3.981 0.449
H 4.301 -3.919 4.536 0.410
H 6.155 -2.508 3.763 0.438
F 2.943 1.326 5.393 -0.358
C 1.918 1.461 4.540 0.058
C 0.870 0.516 4.523 -0.153
C -0.139 0.604 3.599 -0.727
C -0.152 1.653 2.736 0.119
C 0.830 2.642 2.777 -0.479
C 1.918 2.478 3.642 -0.426
H 0.802 -0.294 5.234 0.446
H -0.962 -0.089 3.499 0.431
H -0.967 1.848 2.054 0.215
H 0.774 3.503 2.128 0.372
H 2.746 3.162 3.758 0.468

---

No. 4
94
Properties=species:S:1:pos:R:3:mulliken_charge:R:1 method="wB97M-V/def2-TZVPD" orbital_gap_ev=5.88 total_energy_ha=-6319.29544 spin_multiplicity=1 lumo_energy_ev=3.982 homo_ev=-1.90 total_charge=-2 largest_force_ev_per_a=2.185
Zn 1.288 -0.097 -1.174 1.948
O 4.907 -4.685 0.056 -0.586
C 4.215 -3.649 -0.498 1.289
C 3.009 -3.856 -1.158 -0.491
C 2.344 -2.757 -1.652 -0.078
N 2.832 -1.529 -1.512 0.199
C 3.986 -1.324 -0.881 0.168
C 4.731 -2.369 -0.371 -0.895
C 4.319 0.153 -0.610 0.168
O 5.494 0.422 -0.314 -0.823
O 3.311 0.922 -0.716 -0.591
C 0.943 -2.834 -2.269 0.193
O 0.585 -3.937 -2.711 -0.831
O 0.309 -1.728 -2.260 -0.460
H 4.353 -5.467 0.001 0.290
H 2.562 -4.838 -1.267 0.408
H 5.658 -2.164 0.150 0.519
N 1.245 4.545 -0.696 -0.807
C 1.300 3.323 0.132 2.221
C 0.245 3.330 1.236 -0.170
O -0.521 4.441 1.285 -0.605
O 0.084 2.410 1.991 -0.318
H 2.172 4.893 -0.877 0.321
H -0.136 5.008 0.579 0.411
H 0.848 4.318 -1.602 0.494
H 2.274 3.190 0.601 0.357
H 1.146 2.434 -0.472 -1.317
O 0.748 1.492 -2.181 -0.484
C 0.649 2.004 -3.464 1.980
C 1.047 3.493 -3.358 -1.206
C 0.265 4.608 -3.414 0.024
C 0.995 5.818 -3.168 -0.618
C 2.315 5.584 -2.926 -0.730
S 2.676 3.911 -2.977 0.050
C 1.493 1.373 -4.600 -0.441
C 2.041 2.031 -5.672 -0.361
C 2.669 1.158 -6.610 -0.855
C 2.576 -0.147 -6.230 -0.601
S 1.732 -0.316 -4.758 0.046
C -0.828 1.914 -3.912 -0.894
C -1.424 2.054 -5.130 -0.233
C -2.845 1.885 -5.069 -0.763
C -3.278 1.617 -3.805 -0.686
S -1.979 1.551 -2.693 0.182
H -0.797 4.571 -3.637 0.551
H 0.547 6.806 -3.170 0.353
H 3.091 6.308 -2.707 0.462
H 1.992 3.106 -5.796 0.515
H 3.173 1.493 -7.510 0.378
H 2.973 -1.023 -6.726 0.436
H -0.865 2.260 -6.037 0.517
H -3.498 1.944 -5.933 0.390
H -4.292 1.429 -3.474 0.464
C 0.961 -2.174 5.076 -1.034
Si -0.398 -0.933 4.674 0.164
C -1.768 -1.215 5.954 -1.021
C 0.303 0.764 5.034 -0.968
Si -1.052 -1.218 2.439 0.333
Te 1.106 -0.803 1.288 -1.164
Si -3.058 -0.061 2.140 0.414
C -3.628 0.087 0.360 -0.493
C -4.412 -1.036 3.038 -1.103
C -3.133 1.632 2.937 -0.862
Si -1.652 -3.461 2.284 0.378
C -2.697 -3.799 0.756 -1.079
C -0.149 -4.579 2.136 -0.729
C -2.624 -4.164 3.744 -1.079
H 1.452 -1.930 6.027 0.372
H 1.718 -2.149 4.280 0.260
H 0.573 -3.202 5.137 0.218
H -1.354 -1.188 6.971 0.372
H -2.264 -2.187 5.810 0.239
H -2.539 -0.434 5.877 0.246
H 0.776 0.804 6.025 0.391
H -0.472 1.539 4.976 0.242
H 1.051 1.010 4.271 0.186
H -3.788 -0.906 -0.081 0.300
H -2.876 0.599 -0.255 -0.452
H -4.567 0.649 0.293 0.394
H -4.626 -1.994 2.541 0.249
H -5.341 -0.455 3.078 0.433
H -4.105 -1.261 4.071 0.194
H -2.344 2.286 2.558 0.140
H -2.982 1.541 4.023 0.184
H -4.104 2.114 2.762 0.398
H -2.171 -3.441 -0.142 0.272
H -3.665 -3.280 0.801 0.250
H -2.888 -4.872 0.632 0.365
H 0.446 -4.297 1.254 -0.024
H -0.450 -5.630 2.035 0.344
H 0.506 -4.485 3.014 0.247
H -3.535 -3.588 3.955 0.311
H -2.013 -4.161 4.658 0.242
H -2.915 -5.200 3.533 0.384

---

No. 5
149
Properties=species:S:1:pos:R:3:mulliken_charge:R:1 method="wB97M-V/def2-TZVPD" relative_energy_kcal_mol=76.6 smiles=CC1(C)CCCC(C)(C)N1O.CC1(C)CCCC(C)(C)N1O.CC1(C)CCCC(C)(C)N1O.CC1(C)CCCC(C)(C)N1O.OCCO.OCCO.O.O.O orbital_gap_ev=8.07 total_energy_ha=-2626.72465 spin_multiplicity=1 lumo_energy_ev=0.288 homo_ev=-7.79 largest_force_ev_per_a=5.370
O -0.744 0.019 -4.925 -0.654
H -0.727 -0.677 -4.268 0.244
H -0.917 0.817 -4.425 0.329
O 1.924 -5.041 -2.981 -0.586
H 2.092 -5.961 -3.180 0.256
H 2.095 -4.582 -3.803 0.269
O 4.200 -0.670 0.700 -0.559
H 4.886 -1.338 0.719 0.310
H 3.514 -1.014 1.272 0.207
C 3.079 2.806 -2.006 -1.733
C 4.130 2.510 -3.145 2.305
C 4.894 3.853 -3.448 -1.500
C 5.986 4.245 -2.528 -0.681
C 7.032 3.074 -2.362 -1.189
C 6.334 1.792 -1.937 1.402
N 5.062 1.472 -2.665 0.142
O 4.576 0.169 -2.347 -0.403
C 7.361 0.681 -2.211 -1.846
C 6.058 1.904 -0.384 -1.307
C 3.305 2.133 -4.333 -2.087
H 3.499 3.173 -1.070 0.353
H 2.537 1.878 -1.826 0.058
H 2.314 3.498 -2.358 0.407
H 5.126 3.838 -4.513 0.511
H 4.248 4.729 -3.508 0.385
H 5.576 4.352 -1.524 0.259
H 6.366 5.222 -2.827 0.408
H 7.833 3.476 -1.742 0.451
H 7.381 2.811 -3.361 0.383
H 6.997 -0.255 -1.787 0.366
H 7.850 0.584 -3.180 0.342
H 8.153 0.807 -1.473 0.465
H 5.930 0.986 0.190 0.341
H 6.786 2.537 0.124 0.325
H 5.112 2.409 -0.190 0.226
H 2.564 1.395 -4.024 0.337
H 3.957 1.706 -5.096 0.540
H 2.912 3.027 -4.816 0.388
H 4.239 0.308 -1.458 0.344
C -5.009 -4.467 -3.887 -1.547
C -3.795 -3.650 -3.402 1.060
C -3.712 -2.287 -4.003 -0.625
C -4.784 -1.322 -3.505 -1.247
C -4.633 -1.284 -1.944 -0.569
C -4.505 -2.586 -1.087 1.709
N -3.672 -3.423 -1.908 0.420
O -2.987 -4.448 -1.319 -0.066
C -3.941 -2.177 0.232 -1.349
C -5.946 -3.146 -0.840 -1.743
C -2.417 -4.241 -4.092 -1.270
H -4.888 -4.666 -4.952 0.455
H -5.896 -3.862 -3.699 0.331
H -5.088 -5.422 -3.368 0.267
H -2.806 -1.697 -3.861 -0.368
H -3.827 -2.358 -5.084 0.557
H -5.751 -1.744 -3.780 0.350
H -4.761 -0.314 -3.919 0.478
H -5.443 -0.627 -1.629 0.598
H -3.720 -0.701 -1.818 -0.281
H -4.176 -1.157 0.535 0.290
H -4.279 -2.838 1.030 0.455
H -2.865 -2.252 0.074 -0.049
H -5.809 -4.101 -0.333 0.443
H -6.425 -2.392 -0.216 0.392
H -6.433 -3.429 -1.772 0.276
H -2.081 -5.149 -3.591 0.349
H -1.591 -3.546 -3.942 0.155
H -2.415 -4.465 -5.158 0.425
H -3.531 -5.220 -1.493 0.241
C 0.296 3.060 5.232 -1.769
C 0.043 1.643 5.854 1.429
C -1.444 1.544 6.258 -1.043
C -1.955 0.217 6.754 -0.753
C -1.624 -0.857 5.666 -1.614
C -0.157 -0.866 5.184 1.854
N 0.293 0.517 4.824 0.794
O 1.565 0.588 4.416 -0.632
C 0.738 -1.677 6.155 -1.692
C -0.322 -1.537 3.709 -2.291
C 0.936 1.517 7.129 -1.829
H 1.142 2.976 4.550 0.444
H 0.376 3.870 5.957 0.486
H -0.546 3.300 4.583 0.222
H -1.565 2.212 7.111 0.386
H -2.031 1.869 5.399 0.261
H -2.982 0.475 7.013 0.421
H -1.528 -0.126 7.696 0.341
H -2.438 -0.812 4.942 0.448
H -1.988 -1.817 6.034 0.548
H 1.813 -1.537 6.036 0.331
H 0.308 -1.469 7.134 0.362
H 0.680 -2.760 6.043 0.433
H 0.630 -1.766 3.230 0.406
H -0.726 -2.550 3.716 0.569
H -1.007 -1.079 2.996 0.242
H 1.981 1.568 6.822 0.419
H 0.835 0.676 7.815 0.260
H 0.960 2.447 7.698 0.494
H 1.437 1.267 3.750 0.422
C -2.026 5.759 0.137 -1.845
C -1.063 4.716 -0.529 1.776
C 0.244 4.485 0.250 -0.257
C 0.054 3.693 1.494 -0.867
C -0.634 2.320 1.187 -0.735
C -2.016 2.412 0.337 1.501
N -1.826 3.401 -0.786 0.450
O -2.888 3.543 -1.562 -0.512
C -2.194 1.034 -0.260 -1.570
C -3.085 2.827 1.427 -1.546
C -0.685 5.224 -1.887 -1.889
H -1.439 6.677 0.158 0.464
H -2.786 5.901 -0.631 0.468
H -2.516 5.549 1.088 0.224
H 1.013 3.988 -0.341 -0.735
H 0.621 5.481 0.484 0.764
H 0.970 3.447 2.031 0.498
H -0.569 4.262 2.183 0.212
H -0.912 1.769 2.086 0.078
H 0.125 1.740 0.662 0.229
H -3.180 1.027 -0.724 0.813
H -2.285 0.329 0.566 -0.072
H -1.366 0.830 -0.939 0.009
H -2.705 3.638 2.048 0.287
H -3.339 1.870 1.884 0.489
H -3.980 3.256 0.975 0.271
H -0.254 4.558 -2.635 0.317
H -1.485 5.660 -2.485 0.396
H 0.037 6.040 -1.846 0.446
H -3.648 3.681 -0.992 0.401
C 1.214 -2.505 -0.378 0.832
C 0.743 -1.411 -1.340 0.234
O -0.087 -1.754 -2.493 -0.107
O 0.191 -2.834 0.550 -0.170
H 2.066 -2.257 0.255 -0.251
H 1.464 -3.425 -0.907 -0.415
H 1.590 -0.868 -1.759 0.160
H 0.093 -0.728 -0.793 -0.301
H -0.189 -2.706 -2.564 -0.033
H -0.565 -3.200 0.085 0.036
C -0.182 -6.096 -0.644 0.371
C -0.686 -6.100 0.821 -0.331
O -0.430 -7.406 1.312 -0.572
O 1.194 -5.832 -0.550 -0.669
H -0.591 -5.265 -1.219 -0.218
H -0.568 -6.989 -1.136 0.342
H -1.772 -6.049 0.902 0.234
H -0.270 -5.301 1.434 0.199
H -0.969 -7.654 2.067 0.318
H 1.517 -5.329 -1.301 0.379

---

No. 6
15
Properties=species:S:1:pos:R:3:nbo_charge:R:1 method="wB97M-V/def2-TZVPD" relative_energy_kcal_mol=51.7 orbital_gap_ev=7.45 total_energy_ha=-735.36930 spin_multiplicity=1 lumo_energy_ev=-4.544 homo_ev=-11.99 total_charge=+1 largest_force_ev_per_a=4.452
C -0.518 1.536 -0.608 -0.046
C 1.304 0.616 0.691 0.255
C -0.162 -1.403 0.178 0.388
N 0.635 1.534 0.182 -0.378
N -1.325 2.709 -0.858 -0.679
N 0.892 -0.753 0.549 -0.573
N -0.132 -2.691 0.031 -0.679
S -2.033 1.694 0.297 0.320
H -0.530 0.683 -1.356 0.197
H 2.230 0.883 1.140 0.235
H -1.228 -0.878 0.021 0.276
H -0.843 3.583 -0.642 0.406
H 1.830 -1.175 0.738 0.436
H -0.803 -3.088 -0.500 0.421
H 0.683 -3.248 0.136 0.421